16
Properties=species:S:1:pos:R:3 method="wB97M-V/def2-TZVPD" total_energy_ev=-7850.26450 lumo_energy_ev="0.27 / 0.27" de_lowest_kj_mol=761.8 homo_energy_ev="-7.87 / -7.87" homo_lumo_gap_ev="8.14 / 8.14" fmax_ev_per_a=0.5
N 0.77599 -0.16940 -0.43016
C -0.54910 0.09364 -1.06797
C -1.22378 0.97318 0.02342
C -1.11136 -1.15219 -0.35526
C 0.10562 -1.01014 0.50394
C -1.18645 -0.28952 0.88726
C 1.84851 0.52968 -0.08750
H 2.00355 0.89371 0.92490
H -0.64676 1.85588 0.33635
H 2.30664 -1.04162 0.88453
H -1.66305 -2.01995 -0.69120
H -1.74495 -0.48096 1.79700
H 1.51223 -1.40722 1.07199
H 2.39539 1.02852 -0.88604
H -0.54913 0.35357 -2.12817
H -2.24606 1.26404 -0.23900

127
Properties=species:S:1:pos:R:3 method="wB97M-V/def2-TZVPD" total_energy_ev=-106917.56120 smiles="COC[C@H](C)N.CCOC(=O)OC.CCOC(=O)OC.CCOC(=O)OC.CCOC(=O)OC.CCOC(=O)OC.CCOC(=O)OC.CCOC(=O)OC.ClCCl" lumo_energy_ev=0.48 homo_energy_ev=-9.09 homo_lumo_gap_ev=9.56 fmax_ev_per_a=5.4
Cl 2.01542 6.50503 -0.43614
Cl 4.00585 5.60621 1.48914
O -4.44420 0.63198 -4.43988
O -6.26181 1.19470 0.16518
O -6.26421 1.53981 -4.71698
O -1.28091 0.84502 5.89995
O 3.80285 -4.58710 2.32400
O 6.77242 -1.12535 -0.56843
O -0.71811 1.53149 -1.59904
O -4.56890 2.93743 -4.43959
O 2.34423 -3.30690 3.67120
O -7.41834 2.62202 -1.29891
O 2.50168 -1.46143 -2.62727
O 1.26840 0.95037 -0.64072
O 0.22111 1.77206 7.33707
O 5.29442 -0.71845 1.08569
O 0.94344 1.08888 5.38470
O -5.20490 2.75089 -1.15389
O 3.20733 -1.66771 -4.74861
O -0.22617 -0.49699 -0.46948
O -3.47600 -2.02036 1.90585
O 2.16737 -3.58336 1.42597
O 3.73085 0.04718 -3.37684
O 7.27473 0.28616 1.14045
N -1.27181 -4.26021 3.83612
C -0.15932 1.18081 6.18732
C 2.72160 -3.78205 2.62352
C 0.96077 -2.81778 1.29587
C -8.73228 2.06184 -1.11092
C 7.78023 0.52178 -2.12979
C -6.30434 2.09144 -0.67279
C 1.96830 2.15014 -0.93532
C -4.16050 -0.80201 2.11417
C -9.83532 2.77460 -1.95805
C 3.72492 6.31841 -0.12335
C -2.13200 -3.87271 2.75583
C 7.93052 -0.81950 -1.37345
C -3.05855 0.56987 -4.22377
C 4.66390 2.16133 -3.86107
C -2.48332 -2.37072 2.87756
C 1.80982 1.25864 3.10488
C 1.57242 -2.56324 -2.71838
C 3.48913 2.11410 -0.66171
C 4.59402 0.65129 -4.32941
C -3.91179 2.39661 -0.71174
C 4.69349 -4.96206 3.40139
C -7.04349 3.18624 -6.37032
C 0.77745 0.58548 4.05391
C -3.34584 -4.85512 2.91404
C 0.03535 0.72542 -0.98957
C -5.03419 1.78981 -4.48890
C 3.14253 -1.06428 -3.65902
C -7.15526 2.62183 -4.90070
C -1.55206 -1.00061 -0.62154
C 6.49988 -0.46008 0.60596
C -0.67866 1.98840 8.44978
C 5.56782 -6.13095 3.03640
C 4.31113 -1.47130 0.31656
H -3.57452 0.07143 1.82812
H 5.18926 2.32093 -2.91947
H -5.01179 -0.76695 1.43433
H 2.17765 -3.46105 -2.84386
H -9.05057 2.08259 -0.06863
H 0.79986 -2.53898 -3.48691
H 1.46584 0.99602 2.10448
H -2.98720 -5.87961 2.81460
H 8.83195 -0.92165 -0.76922
H 6.40266 -6.26598 3.72410
H -7.83014 3.89404 -6.63163
H -6.94740 3.43972 -4.21081
H -2.70113 1.37701 -3.58433
H 3.69769 2.65691 -3.76648
H -0.23577 2.80621 9.01823
H -6.05909 3.61475 -6.55857
H -3.90189 -4.80743 3.85033
H 4.20876 -5.20816 4.34616
H 5.42437 -4.19085 3.64464
H -0.20757 0.80060 3.63971
H 4.57995 -2.52762 0.32174
H 4.22161 -1.29569 -0.75548
H -1.66966 -4.03931 1.78291
H -1.63040 2.40319 8.11772
H 3.92768 1.12411 -0.78694
H 1.53510 2.93005 -0.30908
H -2.82135 -0.38564 -3.75599
H 5.61205 0.26447 -4.37518
H -0.80324 1.02403 8.94230
H 4.20957 0.59473 -5.34778
H 7.99415 -1.58630 -2.14550
H 0.94413 -2.50911 -1.82933
H -8.83570 1.02665 -1.43614
H -1.08585 -5.24448 3.70681
H 5.22270 2.73486 -4.60060
H 4.00573 2.73968 -1.38965
H 1.80425 2.34828 3.13258
H 3.55873 2.43837 0.37661
H 1.32370 -1.81994 1.04946
H 8.64756 0.72508 -2.75788
H -1.62878 -1.46263 -1.60579
H -1.73937 -1.68448 0.20632
H 1.78279 2.31108 -1.99729
H -7.15406 2.38364 -7.09951
H -10.73040 2.17265 -2.11484
H 0.40472 -2.73399 2.22961
H -9.47162 2.98436 -2.96394
H 1.00232 -0.48002 4.10136
H -4.02373 -4.78656 2.06324
H 6.95131 0.62380 -2.83021
H 5.87758 -5.85742 2.02777
H 2.85522 0.96621 3.20340
H -3.15586 3.14603 -0.94637
H -3.54026 1.49727 -1.20294
H 4.11095 5.65259 -0.89521
H -2.57873 0.58902 -5.20229
H 4.20068 7.29202 -0.24098
H -1.56962 -1.79924 2.71433
H -8.18507 2.32134 -4.70754
H 3.31906 -1.36626 0.75570
H -4.43998 -0.61137 3.15034
H 7.79238 1.37065 -1.44615
H -2.92090 -2.18061 3.85760
H 0.41618 -3.22260 0.44285
H 4.91587 -7.00415 3.01253
H -3.89956 2.31120 0.37484
H -1.69853 -4.19071 4.74892
H -10.05681 3.78338 -1.60961
H -2.33853 -0.24715 -0.57846

10
Properties=species:S:1:pos:R:3 method="wB97M-V/def2-TZVPD" total_energy_ev=-5254.99915 smiles="C=C(C)O" lumo_energy_ev=0.90 de_lowest_kj_mol=67.1 homo_energy_ev=-8.84 homo_lumo_gap_ev=9.74 fmax_ev_per_a=1.1
O 0.98623 -0.26895 -0.92313
C 0.43100 0.96646 0.95653
C -1.25343 -0.60666 -0.02978
C 0.06545 0.09865 0.03224
H 0.53328 -0.64203 -1.68338
H -0.20260 1.28576 1.78234
H -2.07509 0.08056 0.19650
H 1.41692 1.42516 0.95626
H -1.44936 -0.95773 -1.03789
H -1.29156 -1.45093 0.65998

14
Properties=species:S:1:pos:R:3 method="wB97M-V/def2-TZVPD" total_energy_ev=-11886.04112 smiles=Cc1c(O)coc1C#N lumo_energy_ev=0.30 de_lowest_kj_mol=241.5 homo_energy_ev=-9.03 homo_lumo_gap_ev=9.33 fmax_ev_per_a=3.6
O -1.23619 -0.50695 1.81213
O 1.09636 -1.55649 -0.64287
N 1.85860 1.02520 -2.99740
C -0.61636 1.62338 0.15912
C 0.36034 -1.83917 0.42647
C 0.91769 -0.22861 -0.97864
C -0.35250 -0.76536 0.83026
C 0.03285 0.26263 -0.04337
C 1.47848 0.45098 -2.08068
H -0.61813 2.37956 -0.67561
H -1.67148 -1.35143 2.17462
H -1.59495 1.41072 0.41568
H 0.28452 -2.96059 0.71950
H 0.06075 2.05613 0.88081

11
Properties=species:S:1:pos:R:3 method="wB97M-V/def2-TZVPD" total_energy_ev=-11818.73946 charge=-1 lumo_energy_ev=4.16 de_lowest_kj_mol=358.0 homo_energy_ev=-4.59 homo_lumo_gap_ev=8.75 fmax_ev_per_a=1.1
O 1.63114 -1.19684 -0.17214
O 3.72440 -0.31211 -0.31045
O 0.99630 1.60630 -0.28145
O -1.35457 -0.67380 0.50702
N -1.42510 -0.21481 -0.84667
C 1.66505 0.83534 0.38768
C 2.52460 -0.31087 -0.10496
H -0.94883 0.69110 -0.86508
H 1.38500 0.68490 1.46655
H -0.84474 -0.84267 -1.40763
H -0.42792 -0.94983 0.65532